48
Properties=species:S:1:pos:R:3 method="wB97M-V/def2-TZVPD" charge=-1 e_homo_ha="-0.1792 / -0.1794" lumo_ev="2.49 / 2.48" relative_energy_ev=0.684 gap_ev="7.36 / 7.37"
Ni -0.66187 0.72668 1.12420
Cl 0.91604 3.21619 2.12162
C 1.67296 1.69820 2.49652
C 1.00922 0.53743 2.11388
C 1.61512 -0.65847 2.48863
Cl 0.80547 -2.14369 2.14882
C 2.83745 -0.70121 3.16101
Cl 3.56143 -2.20816 3.59178
C 3.48247 0.48734 3.49381
Cl 4.99906 0.45547 4.31896
C 2.89170 1.70489 3.16966
Cl 3.66880 3.18398 3.60003
O -2.65557 2.05704 1.65668
C -3.09162 0.99312 2.11731
C -4.34520 0.84973 2.96484
C -4.39378 -0.65077 3.23259
C -3.14085 -1.20172 2.52439
O -2.84566 -2.37794 2.50710
N -2.45232 -0.17299 1.94028
H -5.20506 1.23683 2.41783
H -4.22883 1.45441 3.86459
H -5.27544 -1.14572 2.82614
H -4.33261 -0.90846 4.28998
C 0.61972 -3.30903 -4.60110
C 0.24435 -3.99086 -3.45257
C -0.07761 -3.29081 -2.30113
C -0.02881 -1.89336 -2.25573
C 0.34276 -1.22137 -3.42548
C 0.66245 -1.92145 -4.57857
C -0.37536 -1.23706 -0.97933
C -0.18105 0.02353 -0.58812
C 0.46383 1.10530 -1.34928
C 1.85217 1.28181 -1.32817
C 2.44165 2.38676 -1.92102
C 1.66253 3.34984 -2.54734
C 0.28318 3.19401 -2.57286
C -0.30830 2.09175 -1.97640
H 0.87122 -3.85097 -5.50446
H 0.20137 -5.07352 -3.45293
H -0.37093 -3.82807 -1.40659
H 0.37620 -0.14189 -3.43803
H 0.94620 -1.37574 -5.47069
H -0.83941 -1.90860 -0.26079
H 2.46459 0.53680 -0.83343
H 3.51865 2.49980 -1.88656
H 2.12517 4.21759 -3.00068
H -0.33881 3.94129 -3.05099
H -1.38667 1.98208 -1.98841

---

55
Properties=species:S:1:pos:R:3 method="wB97M-V/def2-TZVPD" charge=-1 e_homo_ha="-0.1570 / -0.2097" s2=2.0073 spin_multiplicity=3 lumo_ev="1.91 / 1.91" gap_ev="6.18 / 7.61"
Ti 0.16248 -0.04744 -0.35765
O -1.33856 -0.02245 -3.24097
C -1.42322 -0.00561 -2.05995
O -2.10569 0.05264 -1.06202
C -0.58029 -2.43802 -0.43121
O -1.05059 -2.93952 -1.41324
O 0.64222 -2.01972 -0.24116
Cl -1.18484 1.22375 5.29885
C -1.23130 0.14718 3.90311
C -0.61189 0.51786 2.72093
C -0.62923 -0.31214 1.60301
Cl 0.12463 2.25888 -0.94334
C -1.28107 -1.53947 1.73902
O -1.39636 -2.45191 0.71614
C -1.92608 -1.89200 2.91956
Cl -2.77703 -3.41723 3.05854
C -1.90509 -1.05137 4.02000
H -0.13322 1.49106 2.67288
H -2.40614 -1.33137 4.93428
Cl 4.52332 -6.88459 0.39435
C 4.69981 -5.35462 -0.42032
C 3.91187 -4.28330 -0.04178
C 4.05497 -3.08535 -0.72269
C 4.97114 -2.92829 -1.76821
C 5.08242 -1.61393 -2.52176
C 5.40086 -0.39283 -1.64279
N 4.32028 -0.03644 -0.74372
C 4.37354 -0.10195 0.63468
C 3.09482 0.03656 1.06978
N 2.26820 0.18843 -0.01533
C 3.03122 0.15797 -1.07912
O 3.97882 -1.30401 -3.37140
C 2.77698 -2.07346 -3.40882
C 2.98024 -3.49132 -3.84935
C 3.74501 -3.92628 -4.88407
Cl 4.66876 -2.96388 -5.97755
S 3.75329 -5.62548 -5.05120
C 2.68564 -5.79756 -3.72477
C 2.35708 -4.59501 -3.18554
C 5.73735 -4.03624 -2.10912
Cl 6.88548 -3.98152 -3.42328
C 5.61294 -5.25079 -1.45099
H 3.18245 -4.38101 0.74902
H 3.39695 -2.27629 -0.44968
H 5.93722 -1.67454 -3.20281
H 5.65835 0.44027 -2.29740
H 6.26000 -0.60079 -1.00385
H 5.30075 -0.26589 1.15265
H 2.70034 0.02571 2.07130
H 2.70152 0.25746 -2.10026
H 2.15984 -1.53788 -4.13471
H 2.22721 -2.06321 -2.46356
H 2.35324 -6.77251 -3.41232
H 1.68517 -4.46460 -2.35031
H 6.21233 -6.09618 -1.75404

---

44
Properties=species:S:1:pos:R:3 method="wB97M-V/def2-TZVPD" charge=-1 e_homo_ha="-0.1036 / -0.1486" s2=3.8601 spin_multiplicity=4 lumo_ev="2.26 / 1.25" relative_energy_ev=0.000 gap_ev="5.08 / 5.29"
Cl 0.01328 0.35119 3.05518
O -3.24097 4.30702 0.27993
C -2.68630 3.64232 -0.49970
Cr -1.59442 2.65063 -1.69999
C -0.43676 2.43636 -0.21638
O 0.32405 2.40165 0.65620
C -0.60084 4.23773 -1.96771
O 0.03519 5.21310 -1.99255
C -2.81629 2.57403 -3.49802
C -3.42747 1.79757 -2.50561
C -2.69597 0.82426 -1.81736
C -1.34251 0.56747 -2.13800
C -0.52128 -0.23007 -1.24052
C 0.08937 -0.82736 -0.36325
C 0.82986 -1.44251 0.65636
C 2.17839 -0.93634 0.85443
C 2.73317 -0.14414 -0.18656
C 3.97632 0.47326 -0.07700
C 4.73644 0.29315 1.08598
C 4.22548 -0.49618 2.12414
C 2.96449 -1.08045 2.01848
C 0.15658 -2.47742 1.41952
C -1.03062 -3.02404 0.86512
C -1.79855 -3.97634 1.53083
C -1.39632 -4.43107 2.79396
C -0.22607 -3.91365 3.36742
C 0.51947 -2.94271 2.70428
C -0.74525 1.35102 -3.15373
C -1.47709 2.33091 -3.83387
H -3.37346 3.37585 -3.99540
H -4.47134 1.96902 -2.23946
H -3.14461 0.25497 -0.99946
H 2.14627 0.01498 -1.09237
H 4.33425 1.09261 -0.90169
H 5.71454 0.76682 1.17784
H 4.79994 -0.65596 3.03757
H 2.55386 -1.56158 2.89497
H -1.36290 -2.66180 -0.11088
H -2.70925 -4.35027 1.05822
H -1.99029 -5.17571 3.32467
H 0.11079 -4.25176 4.34859
H 1.32024 -2.46258 3.25046
H 0.31053 1.18248 -3.37656
H -0.98392 2.93353 -4.59805

---

56
Properties=species:S:1:pos:R:3 method="wB97M-V/def2-TZVPD" charge=-2 e_homo_ha=-0.0993 lumo_ev=4.30 relative_energy_ev=0.708 gap_ev=7.00
Au 0.83625 0.31021 -0.34163
O 0.53222 2.99084 -0.68977
C 1.05897 3.53509 -1.63922
C 2.43146 3.39381 -2.11061
C 2.83165 4.32926 -3.05117
C 4.10104 4.30961 -3.60045
C 4.99973 3.27475 -3.25739
C 4.62863 2.32817 -2.36148
C 3.34685 2.35279 -1.66019
O 3.10544 1.53641 -0.75998
N 4.49621 5.33171 -4.51730
O 3.70818 6.23826 -4.78276
O 5.64555 5.30668 -4.95927
H 0.46557 4.24817 -2.25780
H 2.13951 5.10082 -3.36593
H 5.96894 3.24771 -3.73569
H 5.28945 1.51114 -2.10300
N -5.54773 -0.06591 4.45136
C -4.26560 -0.61918 4.24188
C -3.89871 -1.07818 2.97758
C -2.65662 -1.64443 2.76891
C -1.76193 -1.76478 3.82939
C -2.11891 -1.31133 5.08679
C -3.37051 -0.74385 5.29568
S -0.16561 -2.47915 3.51050
O 0.52579 -2.48121 4.78943
O -0.41153 -3.75454 2.88473
N 0.45992 -1.52532 2.43789
C 0.84893 -0.29630 2.75661
S 0.99913 0.35200 4.38088
C 1.49133 1.87485 3.73483
C 1.53165 1.80119 2.38877
N 1.17213 0.60236 1.84304
H -5.93424 0.34954 3.61552
H -5.56709 0.59918 5.21193
H -4.58510 -0.97079 2.14582
H -2.36134 -1.95310 1.77594
H -1.40720 -1.40251 5.89484
H -3.64610 -0.38197 6.28050
H 1.73465 2.71436 4.36013
H 1.81699 2.59337 1.71431
O 1.43807 -1.41377 -3.30285
C 0.40451 -1.67006 -2.72225
N -0.14654 -1.01835 -1.64724
C -1.36061 -1.57956 -1.32859
O -2.17685 -1.19514 -0.51884
C -1.57493 -2.77065 -2.23109
C -2.58537 -3.70676 -2.27695
C -2.49562 -4.69445 -3.25610
C -1.42698 -4.72126 -4.15223
C -0.41209 -3.76833 -4.08591
C -0.51325 -2.80609 -3.10406
H -3.40200 -3.67665 -1.56839
H -3.26048 -5.45944 -3.31914
H -1.38422 -5.50167 -4.90296
H 0.42842 -3.77753 -4.76697

---

49
Properties=species:S:1:pos:R:3 method="wB97M-V/def2-TZVPD" charge=+2 e_homo_ha="-0.5453 / -0.5588" s2=6.0299 spin_multiplicity=5 lumo_ev="-7.03 / -9.37" relative_energy_ev=0.000 gap_ev="7.81 / 5.83"
Os 10.86306 11.39329 5.70546
O 13.55139 14.47292 5.40486
C 13.17280 13.36014 5.76527
N 11.79742 13.13079 5.95946
C 10.95611 14.25920 5.82157
C 11.28401 15.62783 5.76877
C 10.28463 16.60418 5.83481
C 8.93343 16.26403 5.79393
C 8.54517 14.94484 5.79898
C 9.54997 13.95193 5.84169
N 9.25391 12.59500 5.81596
C 7.97023 12.10241 5.88944
O 6.94285 12.73316 6.10327
C 7.90099 10.65264 5.79712
C 6.70610 9.99865 5.86607
C 6.71833 8.64492 5.73832
C 7.93357 7.99639 5.45614
C 9.06984 8.75088 5.28255
N 9.11784 10.07657 5.53806
C 14.15685 12.27968 5.99672
C 15.44813 12.60949 5.45936
C 16.46374 11.70152 5.58587
C 16.24847 10.54145 6.33545
C 14.99059 10.36598 6.88661
N 13.95321 11.17449 6.69783
H 12.31012 15.94879 5.73332
H 10.58944 17.66251 5.95742
H 8.21653 17.07298 5.84910
H 7.49944 14.63593 5.84222
H 5.79909 10.59903 6.07821
H 5.81761 8.05278 5.92249
H 7.98748 6.90179 5.43864
H 10.00374 8.24727 4.95493
H 15.53615 13.60486 5.02061
H 17.44049 11.93161 5.14163
H 17.06420 9.83906 6.54561
H 14.78494 9.45748 7.44032
N 14.52437 6.67783 2.80345
C 13.86322 7.27340 3.53630
C 13.10999 7.85424 4.58905
C 12.85811 7.03605 5.69769
C 12.11849 7.50133 6.79043
C 11.70069 8.83257 6.79237
N 11.85355 9.58763 5.66894
C 12.55252 9.11174 4.59239
H 13.27721 6.04964 5.69125
H 11.83317 6.80578 7.59503
H 11.16319 9.33923 7.60322
H 12.68752 9.81970 3.79686

---

47
Properties=species:S:1:pos:R:3 method="wB97M-V/def2-TZVPD" charge=+1 e_homo_ha=-0.3719 lumo_ev=-3.01 relative_energy_ev=0.000 gap_ev=7.11
Ba 0.66028 0.89149 -2.14401
C 4.79050 -1.53083 -0.59711
C 4.43499 -2.02167 0.64767
C 3.26792 -1.56958 1.24022
C 2.48462 -0.63397 0.57272
N 2.82950 -0.16195 -0.62970
C 3.95090 -0.60390 -1.19130
C 1.21271 -0.11485 1.16217
C 0.57663 -0.76343 2.21363
C -0.61127 -0.23577 2.69077
C -1.10947 0.93100 2.14135
C -0.40750 1.52834 1.10016
N 0.71086 0.99053 0.60781
C -0.87486 2.80007 0.46786
C -1.81257 3.60746 1.10093
C -2.22817 4.77360 0.48077
C -1.69592 5.10138 -0.75431
C -0.76266 4.24181 -1.30805
N -0.35295 3.11966 -0.72113
H 5.69275 -1.84689 -1.10021
H 5.06066 -2.74277 1.15578
H 2.98360 -1.92921 2.21716
H 4.19688 -0.19615 -2.16651
H 0.96781 -1.67759 2.63253
H -1.15046 -0.73570 3.48366
H -2.04518 1.33533 2.49370
H -2.20646 3.34230 2.06949
H -2.95406 5.41640 0.95956
H -1.98517 5.99793 -1.28280
H -0.32266 4.47175 -2.27299
S -3.51783 -1.11707 -0.04207
C -3.99964 0.46589 -0.46729
C -3.06983 1.06943 -1.26108
C -1.89625 0.29745 -1.55902
C -2.04230 -0.92723 -0.93724
C -1.08880 -2.04115 -0.96169
C -1.39285 -3.30117 -0.43059
C -0.45768 -4.31292 -0.47842
C 0.78079 -4.06819 -1.06108
C 1.00728 -2.80321 -1.56180
N 0.11474 -1.81163 -1.51854
H -4.94644 0.86305 -0.13607
H -3.23774 2.07629 -1.63042
H -2.36350 -3.48782 0.00668
H -0.69567 -5.28809 -0.07456
H 1.54228 -4.83064 -1.13395
H 1.96220 -2.56778 -2.02267

---

It is found that the calculated total energy values, taken in the order of the records, are -4938.130566; -5493.537356; -2653.838278; -2732.005319; -1493.214376; -1567.351315 Ha.